C5H9NO | ωB97M-V/def2-TZVPD

Results
SMILES string = C=C=CN.C=CO
E_HOMO = -7.642 eV
largest force on an atom = 2.18 eV/Å
energy above the lowest of the compared OMol25 structures with the same formula, charge and spin = 98.7 kcal per mole
HOMO-LUMO gap = 8.311 eV
E = -325.78025 hartree

```
! wB97M-V def2-TZVPD RIJCOSX def2/J DEFGRID3
* xyz 0 1
C 1.095 0.936 1.959
C 1.530 0.271 0.934
C 1.953 -0.413 -0.084
N 1.570 -1.710 -0.247
H 0.045 0.906 2.230
H 1.787 1.455 2.613
H 2.679 -0.024 -0.791
H 1.605 -2.039 -1.208
H 0.695 -1.941 0.221
C -2.195 -0.525 -1.224
C -1.596 0.598 -0.833
O -2.131 1.406 0.128
H -1.751 -1.158 -1.983
H -3.141 -0.828 -0.789
H -0.652 0.946 -1.232
H -1.492 2.119 0.306
*
```